Below is a molecular structure, C3H7NO, with properties calculated with ωB97M-V/def2-TZVPD.

## Properties
HOMO energy: -9.220 eV
Multiplicity: 1
Strongest force on any atom: 8.74 eV/A

Positions of all 12 atoms, in Å:
C: -1.473 -0.035 -1.188
C: -0.155 -0.251 -0.609
C: 1.484 0.391 1.013
H: -2.239 0.834 -0.694
H: -2.144 -0.925 -0.899
H: -1.467 0.006 -2.385
H: -0.459 0.085 1.521
H: 1.807 -0.960 1.271
H: 1.724 0.743 2.097
H: 2.095 0.802 0.339
N: 0.171 0.432 0.638
O: 0.655 -1.123 -1.103